An isolated molecule of C4H8N2O2, computed with the ωB97M-V functional and the def2-TZVPD basis.

The geometry in XYZ format:
```
16
Properties=species:S:1:pos:R:3:lowdin_charge:R:1
C -1.32 1.25 0.02 -0.044
C -0.24 0.32 0.52 -0.277
C 1.16 1.12 1.13 -0.219
O 1.94 1.89 0.66 0.058
N 0.81 -0.09 -0.41 0.028
C 0.40 -1.24 -1.12 -0.591
N -0.16 -2.26 -0.38 0.155
O 0.64 -1.33 -2.30 0.061
H -0.92 2.18 -0.40 0.085
H -1.89 0.73 -0.75 0.081
H -1.98 1.52 0.84 0.078
H -0.47 -0.33 1.37 0.127
H 0.99 1.12 2.22 0.111
H 1.20 0.60 -1.04 0.144
H 0.13 -2.37 0.58 0.096
H -0.31 -3.10 -0.92 0.106
```

Properties
- Relative energy (zero: lowest compared OMol25 entry of this formula, charge and spin): 70.7 kcal per mole
- Multiplicity: 1
- Gap between HOMO and LUMO: 0.3469 Ha
- Molecular weight: 116.12 g/mol
- SMILES: C[C@H](C=O)NC(N)=O

***

A structure of composition C58H65BrFN4O6PPtSSi, computed with the ωB97M-V functional and the def2-TZVPD basis.

The geometry in XYZ format:
```
139
Properties=species:S:1:pos:R:3:lowdin_charge:R:1
Pt 0.96 -0.86 -0.27 1.346
F 5.25 4.47 -1.91 0.070
C 3.95 4.55 -1.58 -0.179
C 3.24 3.39 -1.46 0.100
C 1.86 3.43 -1.19 -0.039
C 1.11 2.17 -1.13 -0.271
O 1.75 1.10 -1.31 -0.092
C -0.29 2.32 -0.90 -0.026
C -0.81 3.56 -0.73 0.071
N -0.12 4.71 -0.77 0.023
C -0.81 5.98 -0.63 -0.255
C -0.59 6.80 0.61 -0.089
C -1.89 6.10 0.39 -0.069
C 1.24 4.68 -1.03 -0.108
C 2.00 5.85 -1.14 0.067
C 3.35 5.81 -1.44 -0.134
N 4.05 7.04 -1.58 -0.104
C 5.50 7.08 -1.49 -0.128
C 5.93 8.56 -1.35 -0.065
N 4.73 9.34 -0.89 0.051
C 3.70 9.41 -1.98 -0.065
C 3.56 7.99 -2.57 -0.114
C -1.26 1.17 -0.83 -0.602
O -2.44 1.39 -0.69 0.100
O -0.72 0.00 -1.00 -0.241
H 3.72 2.43 -1.61 0.121
H -1.88 3.65 -0.57 0.155
H -0.94 6.50 -1.57 0.158
H -0.55 7.88 0.50 0.106
H 0.07 6.38 1.36 0.114
H -2.76 6.69 0.12 0.117
H -2.10 5.25 1.01 0.115
H 1.52 6.81 -0.99 0.116
H 6.01 6.67 -2.37 0.133
H 5.83 6.51 -0.62 0.137
H 6.24 8.99 -2.29 0.139
H 6.73 8.69 -0.62 0.140
H 4.99 10.28 -0.58 0.189
H 4.32 8.84 -0.10 0.183
H 4.06 10.13 -2.72 0.139
H 2.78 9.78 -1.54 0.136
H 4.13 7.91 -3.50 0.140
H 2.52 7.79 -2.81 0.130
C 6.30 0.96 -1.67 -0.065
C 6.24 1.20 -0.31 -0.066
C 5.20 0.67 0.44 -0.071
C 4.22 -0.10 -0.18 -0.332
C 4.29 -0.35 -1.55 -0.089
C 5.33 0.18 -2.29 -0.056
P 2.95 -0.96 0.78 1.043
C 2.81 -0.12 2.35 -0.267
C 2.76 -0.75 3.60 -0.302
C 2.60 0.01 4.76 0.003
C 2.47 1.39 4.67 -0.041
C 2.50 2.03 3.44 -0.063
C 2.66 1.28 2.29 -0.101
C 3.46 -2.67 0.79 -0.297
C 4.58 -3.24 1.33 -0.042
C 4.83 -4.60 1.09 -0.043
C 3.99 -5.34 0.31 0.011
C 2.84 -4.77 -0.29 -0.140
C 1.94 -5.48 -1.13 0.004
C 0.88 -4.84 -1.70 -0.034
C 0.62 -3.47 -1.43 -0.083
C 1.47 -2.79 -0.62 -0.270
C 2.59 -3.41 -0.02 -0.229
H 7.12 1.36 -2.26 0.114
H 7.01 1.79 0.17 0.112
H 5.16 0.86 1.51 0.108
H 3.54 -0.96 -2.04 0.112
H 5.38 -0.02 -3.35 0.117
H 2.88 -2.40 4.57 0.130
H 2.57 -0.48 5.72 0.128
H 2.34 1.96 5.58 0.118
H 2.38 3.10 3.37 0.109
H 2.67 1.76 1.32 0.104
H 5.27 -2.66 1.94 0.122
H 5.71 -5.06 1.52 0.115
H 4.21 -6.39 0.13 0.126
H 2.11 -6.53 -1.32 0.126
H 0.19 -5.38 -2.33 0.118
H -0.26 -3.00 -1.86 0.071
C -5.52 -2.20 1.35 -0.121
C -6.00 -2.71 -0.02 -0.627
C -6.45 -1.46 -0.81 -0.103
C -7.24 -3.60 0.20 -0.086
Si -4.63 -3.67 -0.96 0.486
Br -2.77 -2.40 -0.63 0.608
C -4.20 -5.37 -0.19 -0.617
C -2.80 -5.85 -0.58 -0.116
C -5.22 -6.44 -0.61 -0.084
C -4.20 -5.29 1.35 -0.102
C -4.88 -3.71 -2.86 -0.626
C -3.87 -4.66 -3.53 -0.105
C -6.30 -4.20 -3.21 -0.085
C -4.67 -2.33 -3.51 -0.116
H -6.37 -1.72 1.86 0.087
H -4.74 -1.45 1.24 0.048
H -5.15 -2.98 2.00 0.055
H -7.17 -0.91 -0.20 0.089
H -6.94 -1.71 -1.75 0.063
H -5.61 -0.80 -1.01 0.077
H -8.03 -3.00 0.65 0.090
H -7.03 -4.43 0.88 0.065
H -7.63 -4.01 -0.73 0.070
H -2.67 -5.98 -1.65 0.054
H -2.62 -6.83 -0.12 0.092
H -2.02 -5.17 -0.22 0.024
H -5.18 -6.65 -1.68 0.066
H -6.25 -6.17 -0.36 0.070
H -5.00 -7.38 -0.09 0.090
H -3.49 -4.54 1.71 0.063
H -3.90 -6.26 1.75 0.090
H -5.18 -5.06 1.76 0.063
H -4.02 -5.70 -3.25 0.064
H -2.84 -4.38 -3.30 0.068
H -4.00 -4.59 -4.62 0.089
H -6.52 -5.18 -2.79 0.070
H -6.39 -4.29 -4.30 0.091
H -7.07 -3.50 -2.88 0.065
H -3.66 -1.95 -3.33 0.048
H -5.37 -1.58 -3.16 0.059
H -4.80 -2.43 -4.59 0.088
O -0.31 0.73 1.82 0.066
C -0.43 -0.44 2.13 -0.512
N 0.00 -1.49 1.34 -0.277
S 0.15 -3.05 2.11 0.974
O 2.86 -2.10 3.65 0.050
O -0.67 -4.07 1.46 -0.451
C -0.80 -2.36 3.47 -0.284
C -1.28 -3.10 4.53 -0.040
C -1.97 -2.41 5.53 -0.047
C -2.16 -1.03 5.44 -0.046
C -1.68 -0.31 4.36 0.012
C -1.00 -1.00 3.37 -0.146
H -1.15 -4.17 4.59 0.123
H -2.38 -2.95 6.37 0.115
H -2.71 -0.52 6.23 0.113
H -1.83 0.76 4.27 0.127
```

Properties
- Relative energy (zero: lowest compared OMol25 entry of this formula, charge and spin): 29.2 kcal per mole
- Multiplicity: 1
- Gap between HOMO and LUMO: 0.2461 Ha
- Molecular weight: 1299.29 g/mol
- Charge: +2

***

A cluster of 6 separate species, C25H67BN9O10S in total, computed with the ωB97M-V functional and the def2-TZVPD basis.

The geometry in XYZ format:
```
113
Properties=species:S:1:pos:R:3:lowdin_charge:R:1
O 1.44 -2.00 0.04 -0.281
S 1.44 -1.02 -1.00 0.566
O 1.04 -1.48 -2.29 -0.254
O 2.83 -0.29 -1.02 -0.127
C 0.32 0.27 -0.48 -0.214
C -0.04 1.18 -1.64 -0.166
C -1.19 2.17 -1.36 -0.089
N -2.08 1.70 -0.31 -0.017
N -2.05 2.10 0.97 0.157
C -2.99 1.42 1.63 -0.053
N -3.63 0.61 0.81 0.197
C -3.06 0.79 -0.39 -0.316
N -3.42 0.14 -1.51 0.277
B -4.44 -0.91 -1.62 -0.711
O -4.89 -1.61 -0.54 0.198
O -4.87 -1.16 -2.89 0.185
H 3.49 -0.99 -0.87 0.113
H 0.81 0.81 0.32 0.118
H -0.51 -0.31 -0.08 0.105
H 0.84 1.78 -1.86 0.111
H -0.26 0.63 -2.55 0.112
H -0.84 3.17 -1.12 0.131
H -1.78 2.29 -2.25 0.104
H -1.41 2.77 1.37 0.192
H -3.21 1.50 2.68 0.142
H -2.94 0.38 -2.36 0.147
H -5.35 -1.06 0.10 0.105
H -4.61 -2.04 -3.17 0.123
C 4.73 4.75 -5.05 -0.066
C 4.78 3.93 -3.77 -0.430
C 3.80 2.75 -3.74 -0.198
O 2.44 3.11 -3.50 -0.215
C 1.73 3.55 -4.65 -0.101
N 4.60 4.84 -2.63 0.041
H 3.86 5.40 -5.09 0.065
H 5.61 5.39 -5.12 0.080
H 4.72 4.10 -5.93 0.081
H 5.78 3.50 -3.69 0.138
H 4.07 2.10 -2.91 0.117
H 3.87 2.15 -4.66 0.124
H 2.05 3.01 -5.55 0.095
H 1.84 4.62 -4.81 0.078
H 0.67 3.34 -4.48 0.075
H 4.74 4.32 -1.76 0.071
H 3.62 5.12 -2.60 0.065
C 4.39 -5.90 -0.62 -0.063
C 3.02 -5.24 -0.76 -0.431
C 1.86 -6.23 -0.90 -0.204
O 1.73 -6.83 -2.17 -0.188
C 2.56 -7.96 -2.39 -0.102
N 3.07 -4.29 -1.88 0.055
H 4.77 -6.29 -1.56 0.069
H 5.10 -5.15 -0.27 0.061
H 4.37 -6.71 0.12 0.085
H 2.84 -4.67 0.15 0.109
H 0.93 -5.68 -0.74 0.122
H 1.90 -7.00 -0.12 0.122
H 2.69 -8.55 -1.48 0.091
H 3.54 -7.66 -2.78 0.076
H 2.07 -8.58 -3.15 0.088
H 2.19 -3.78 -1.89 0.038
H 3.05 -4.82 -2.74 0.075
C -5.57 -1.69 6.78 -0.066
C -5.95 -0.23 6.55 -0.434
C -5.31 0.38 5.30 -0.212
O -3.94 0.73 5.44 -0.209
C -3.03 -0.34 5.25 -0.113
N -5.66 0.53 7.77 0.044
H -4.56 -1.79 7.18 0.066
H -6.24 -2.14 7.51 0.080
H -5.64 -2.27 5.86 0.079
H -7.04 -0.20 6.40 0.137
H -5.82 1.32 5.08 0.120
H -5.45 -0.27 4.43 0.115
H -3.38 -1.03 4.47 0.090
H -2.85 -0.89 6.17 0.080
H -2.08 0.10 4.93 0.081
H -6.01 1.48 7.67 0.074
H -4.65 0.64 7.83 0.070
C 5.10 -2.43 4.57 -0.067
C 4.19 -2.85 3.42 -0.426
C 4.63 -4.14 2.72 -0.205
O 5.73 -4.00 1.84 -0.206
C 7.00 -4.07 2.46 -0.094
N 4.05 -1.74 2.48 0.045
H 6.03 -2.00 4.22 0.066
H 4.61 -1.68 5.18 0.075
H 5.34 -3.28 5.22 0.081
H 3.20 -3.05 3.85 0.136
H 3.79 -4.47 2.09 0.104
H 4.82 -4.95 3.44 0.125
H 7.01 -4.78 3.29 0.093
H 7.33 -3.09 2.81 0.076
H 7.71 -4.41 1.71 0.090
H 3.36 -1.99 1.77 0.040
H 4.93 -1.67 1.97 0.069
C -2.90 5.44 -2.56 -0.058
C -3.92 4.41 -3.04 -0.416
C -5.27 5.01 -3.45 -0.204
O -6.09 5.37 -2.36 -0.185
C -5.84 6.65 -1.81 -0.093
N -4.09 3.37 -2.00 0.048
H -3.13 5.80 -1.56 0.068
H -1.90 5.00 -2.53 0.058
H -2.87 6.29 -3.23 0.087
H -3.51 3.92 -3.93 0.137
H -5.83 4.24 -3.99 0.127
H -5.13 5.85 -4.13 0.127
H -5.54 7.37 -2.57 0.095
H -5.08 6.61 -1.03 0.074
H -6.77 7.00 -1.35 0.092
H -4.70 2.64 -2.37 0.082
H -4.64 3.79 -1.25 0.082
```

Properties
- Multiplicity: 1
- Gap between HOMO and LUMO: 0.2858 Ha
- Molecular weight: 696.74 g/mol
- Charge: +1

***

A structure of composition C6H13NO2, computed with the ωB97M-V functional and the def2-TZVPD basis.

The geometry in XYZ format:
```
22
Properties=species:S:1:pos:R:3:lowdin_charge:R:1
C 0.06 0.83 0.99 -0.415
C 0.31 -0.61 0.79 -0.098
C -1.01 -0.94 -1.45 -0.195
C 0.32 1.38 2.37 -0.013
C 0.11 -0.45 -2.37 -0.085
C -0.50 -1.48 -0.13 -0.369
O 1.63 1.23 0.11 -0.219
O -0.99 1.37 0.34 0.075
N -0.62 -2.69 0.25 0.131
H -1.08 2.30 0.58 0.129
H 1.97 2.09 -0.17 0.034
H -1.10 -3.26 -0.45 0.048
H 1.36 -0.37 0.30 0.158
H 0.47 -1.12 1.73 0.125
H -1.70 -0.12 -1.26 0.099
H -1.57 -1.74 -1.95 0.105
H 0.36 2.47 2.34 0.090
H 1.27 1.01 2.74 0.095
H -0.48 1.07 3.04 0.101
H -0.31 -0.08 -3.31 0.072
H 0.68 0.36 -1.90 0.053
H 0.81 -1.25 -2.60 0.080
```

Properties
- Relative energy (zero: lowest compared OMol25 entry of this formula, charge and spin): 65.4 kcal per mole
- Multiplicity: 1
- Gap between HOMO and LUMO: 0.3680 Ha
- Molecular weight: 131.18 g/mol

***

A structure of composition C45H36F14N5OPSeTl, computed with the ωB97M-V functional and the def2-TZVPD basis.

The geometry in XYZ format:
```
104
Properties=species:S:1:pos:R:3:lowdin_charge:R:1
Tl 0.75 -0.48 -0.40 0.888
C 0.77 -5.09 1.00 -0.005
C 0.37 -3.76 0.43 -0.248
N 0.90 -2.68 0.86 -0.024
N 1.79 -2.54 1.77 0.051
C 2.00 -1.36 2.39 -0.533
O 1.31 -0.35 2.13 -0.139
C 3.08 -1.40 3.37 -0.172
C 3.84 -2.56 3.52 -0.027
C 4.85 -2.61 4.45 -0.065
C 5.12 -1.51 5.25 -0.068
C 4.39 -0.34 5.09 -0.069
C 3.37 -0.28 4.16 -0.016
C -0.68 -3.69 -0.58 -0.217
C -1.30 -4.85 -1.06 0.012
C -2.39 -4.74 -1.89 -0.026
C -2.83 -3.47 -2.26 -0.030
C -2.11 -2.38 -1.80 -0.146
N -1.08 -2.47 -0.99 0.052
H 1.37 -4.94 1.89 0.077
H -0.09 -5.71 1.24 0.085
H 1.38 -5.61 0.26 0.100
H 3.62 -3.41 2.89 0.105
H 5.44 -3.52 4.57 0.107
H 5.91 -1.55 5.98 0.107
H 4.61 0.52 5.70 0.107
H 2.79 0.62 4.03 0.112
H -0.93 -5.82 -0.77 0.113
H -2.90 -5.62 -2.25 0.120
H -3.69 -3.34 -2.89 0.113
H -2.40 -1.37 -2.09 0.085
N 1.03 -0.52 -3.06 -0.011
C 1.71 0.65 -3.63 -0.228
C 1.27 1.93 -2.91 -0.189
C 2.36 2.54 -2.02 -0.193
C 1.77 3.17 -0.76 -0.233
N 1.34 2.13 0.18 -0.016
H 1.53 -1.37 -3.29 0.071
H 0.09 -0.60 -3.43 0.082
H 1.50 0.73 -4.70 0.126
H 2.78 0.51 -3.52 0.109
H 0.41 1.67 -2.28 0.055
H 0.94 2.68 -3.63 0.112
H 2.93 3.28 -2.57 0.124
H 3.06 1.76 -1.70 0.032
H 0.91 3.79 -1.03 0.099
H 2.53 3.82 -0.30 0.127
H 0.68 2.50 0.86 0.054
H 2.15 1.80 0.71 0.031
F 6.65 -3.76 -2.61 0.131
C 5.72 -2.91 -2.18 -0.226
C 4.99 -1.95 -2.99 -0.015
F 3.64 -1.86 -3.05 0.035
C 5.79 -1.36 -1.95 -0.305
F 6.80 -0.50 -2.07 0.138
C 5.04 -1.52 -0.57 -0.555
Se 3.77 -0.27 -0.01 0.865
C 5.87 -2.42 0.20 -0.046
F 7.18 -2.45 0.38 0.155
C 5.06 -3.08 -0.80 -0.249
F 4.07 -3.96 -0.57 0.118
F -2.83 4.13 5.99 0.157
C -2.10 4.67 5.01 -0.592
F -0.88 4.89 5.51 0.148
F -2.64 5.87 4.73 0.152
C -2.06 3.77 3.80 -0.093
C -1.08 2.78 3.73 0.020
C -1.02 1.95 2.62 -0.073
C -1.93 2.12 1.58 -0.346
C -2.94 3.08 1.67 -0.065
C -3.00 3.91 2.78 0.018
P -1.77 1.06 0.09 1.090
C -2.03 2.21 -1.30 -0.367
C -1.70 3.56 -1.22 -0.077
C -1.69 4.35 -2.36 0.016
C -2.02 3.79 -3.58 -0.102
C -2.38 2.45 -3.68 0.012
C -2.37 1.66 -2.54 -0.094
C -1.91 4.60 -4.85 -0.592
F -2.81 4.24 -5.77 0.156
F -2.06 5.91 -4.63 0.160
F -0.69 4.43 -5.40 0.143
C -3.33 0.11 0.22 -0.357
C -4.52 0.47 -0.40 -0.060
C -5.63 -0.34 -0.25 0.013
C -5.56 -1.50 0.51 -0.100
C -4.37 -1.85 1.14 0.014
C -3.26 -1.04 1.00 -0.085
C -6.77 -2.38 0.60 -0.594
F -7.88 -1.70 0.89 0.159
F -6.64 -3.35 1.52 0.151
F -6.99 -3.00 -0.58 0.143
H -0.37 2.67 4.53 0.131
H -0.26 1.18 2.55 0.079
H -3.66 3.19 0.88 0.116
H -3.76 4.66 2.86 0.131
H -1.45 4.00 -0.27 0.110
H -1.41 5.39 -2.30 0.134
H -2.64 2.03 -4.63 0.132
H -2.63 0.62 -2.61 0.091
H -4.59 1.37 -0.99 0.109
H -6.56 -0.07 -0.73 0.132
H -4.32 -2.75 1.73 0.128
H -2.33 -1.30 1.48 0.109
```

Properties
- Relative energy (zero: lowest compared OMol25 entry of this formula, charge and spin): 43.2 kcal per mole
- Multiplicity: 1
- Gap between HOMO and LUMO (spin up / spin down): 0.1931 / 0.1925 Ha
- Molecular weight: 1243.11 g/mol
- Charge: +1